Entry 1:
Computed, not measured: a cluster of 2 separate species, C2HClN2S in total, with ωB97M-V with the def2-TZVPD basis set.

Spin multiplicity   1
Molar mass   120.56 g/mol
Largest force on an atom   2.11 eV Å⁻¹
HOMO-LUMO gap   9.047 eV
Energy above the lowest of the compared OMol25 structures with the same formula, charge and spin   128.93 kJ/mol

Structure (XYZ):
```
7
C2HClN2S (ωB97M-V with the def2-TZVPD basis set)
C -1.76 -0.99 0.09
C 1.54 0.21 -0.13
N -1.53 0.10 0.43
N 0.78 1.11 -0.32
S 2.35 -1.09 -0.02
Cl 0.53 2.69 0.16
H -1.91 -2.03 -0.21
```

Entry 2:
Computed, not measured: a structure of composition C2HCoFO2, with ωB97M-V with the def2-TZVPD basis set.

Spin multiplicity   4
Molar mass   134.96 g/mol
Largest force on an atom   4.93 eV Å⁻¹
HOMO-LUMO gap (spin up / spin down)   6.918 / 6.388 eV
⟨S²⟩   3.78

Structure (XYZ):
```
7
C2HCoFO2 (ωB97M-V with the def2-TZVPD basis set)
O -0.18 0.91 0.07
C 0.63 0.05 0.06
C 1.48 -0.95 0.10
H 1.68 -1.46 1.05
F 2.15 -1.33 -0.99
Co -2.02 1.37 -0.06
O -3.73 1.41 -0.23
```

Entry 3:
Computed, not measured: a cluster of 2 separate species, C2HF in total, with ωB97M-V with the def2-TZVPD basis set.

Spin multiplicity   1
Molar mass   44.03 g/mol
Largest force on an atom   4.28 eV Å⁻¹
HOMO-LUMO gap (spin up / spin down)   7.428 / 7.593 eV
Energy above the lowest of the compared OMol25 structures with the same formula, charge and spin   578.41 kJ/mol

Structure (XYZ):
```
4
C2HF (ωB97M-V with the def2-TZVPD basis set)
C -0.28 -0.66 -0.53
C -2.13 -0.50 0.55
F -2.73 0.19 -0.32
H 0.54 -0.36 0.05
```

Entry 4:
Computed, not measured: a cluster of 2 separate species, C2HF in total, with ωB97M-V with the def2-TZVPD basis set.

Spin multiplicity   1
Molar mass   44.03 g/mol
Largest force on an atom   2.08 eV Å⁻¹
HOMO-LUMO gap (spin up / spin down)   5.169 / 5.109 eV
Energy above the lowest of the compared OMol25 structures with the same formula, charge and spin   829.54 kJ/mol

Structure (XYZ):
```
4
C2HF (ωB97M-V with the def2-TZVPD basis set)
C 1.60 -0.60 -0.43
C -1.60 -0.41 0.52
F -1.56 0.63 -0.21
H 1.56 0.38 0.13
```

Entry 5:
Computed, not measured: the molecule C2HF2N, with ωB97M-V with the def2-TZVPD basis set.

Spin multiplicity   1
Molar mass   77.03 g/mol
Largest force on an atom   6.25 eV Å⁻¹
HOMO-LUMO gap   13.727 eV
Energy above the lowest of the compared OMol25 structures with the same formula, charge and spin   52.06 kJ/mol

Structure (XYZ):
```
6
C2HF2N (ωB97M-V with the def2-TZVPD basis set)
C -0.29 0.44 -0.12
C 0.69 -0.49 0.50
H -0.53 1.23 0.45
N 1.32 -1.36 0.85
F 0.14 0.54 -1.41
F -1.33 -0.35 -0.27
```

Entry 6:
Computed, not measured: a cluster of 2 separate species, C2HF2N in total, with ωB97M-V with the def2-TZVPD basis set.

Spin multiplicity   3
Molar mass   77.03 g/mol
Largest force on an atom   3.59 eV Å⁻¹
HOMO-LUMO gap (spin up / spin down)   9.631 / 10.771 eV
Energy above the lowest of the compared OMol25 structures with the same formula, charge and spin   69.04 kJ/mol
⟨S²⟩   2.01

Structure (XYZ):
```
6
C2HF2N (ωB97M-V with the def2-TZVPD basis set)
C 0.69 0.63 -0.47
C -0.25 -0.06 0.33
N 1.40 1.27 -1.07
F 0.28 -0.39 1.47
F -1.58 0.26 0.40
H -0.53 -1.71 -0.66
```

Entry 7:
Computed, not measured: a cluster of 2 separate species, C2HF3N2O in total, with ωB97M-V with the def2-TZVPD basis set.

Spin multiplicity   1
Molar mass   126.04 g/mol
Largest force on an atom   4.28 eV Å⁻¹
HOMO-LUMO gap (spin up / spin down)   9.240 / 9.242 eV
Energy above the lowest of the compared OMol25 structures with the same formula, charge and spin   398.50 kJ/mol

Structure (XYZ):
```
9
C2HF3N2O (ωB97M-V with the def2-TZVPD basis set)
C 3.40 -0.88 -0.46
C 0.05 -0.75 -0.34
N 3.40 0.19 0.09
N 3.08 1.30 0.47
O 0.14 -0.25 -1.38
F 3.95 -2.00 -0.25
F 0.47 -0.07 0.79
F 3.86 2.36 -0.02
H -0.23 -1.65 0.00
```

Entry 8:
Computed, not measured: a structure of composition C2HF3S2, with ωB97M-V with the def2-TZVPD basis set.

Spin multiplicity   1
Molar mass   146.16 g/mol
Largest force on an atom   3.57 eV Å⁻¹
HOMO-LUMO gap   9.026 eV
Energy above the lowest of the compared OMol25 structures with the same formula, charge and spin   103.31 kJ/mol

Structure (XYZ):
```
8
C2HF3S2 (ωB97M-V with the def2-TZVPD basis set)
C -1.04 0.72 -0.03
C -1.03 -0.58 -0.22
F 0.06 1.46 -0.10
F -2.10 1.50 0.18
F -2.04 -1.41 -0.15
S 2.29 -0.50 0.80
S 1.06 -1.52 -0.35
H 2.81 0.33 -0.12
```

Entry 9:
Computed, not measured: a cluster of 2 separate species, C2HF4IO in total, with ωB97M-V with the def2-TZVPD basis set.

Spin multiplicity   1
Molar mass   243.93 g/mol
Largest force on an atom   4.13 eV Å⁻¹
HOMO-LUMO gap   6.847 eV
Energy above the lowest of the compared OMol25 structures with the same formula, charge and spin   271.58 kJ/mol

Structure (XYZ):
```
9
C2HF4IO (ωB97M-V with the def2-TZVPD basis set)
C -0.83 0.01 0.24
C -0.29 1.19 -0.13
O -0.67 -1.07 -0.54
F 1.70 -0.68 0.89
F -1.48 0.00 1.38
F 0.32 1.25 -1.37
F -0.35 2.34 0.52
I 2.82 -1.09 -0.72
H -1.23 -1.95 -0.28
```

Entry 10:
Computed, not measured: a cluster of 2 separate species, C2HF4IO in total, with ωB97M-V with the def2-TZVPD basis set.

Spin multiplicity   1
Molar mass   243.93 g/mol
Largest force on an atom   4.32 eV Å⁻¹
HOMO-LUMO gap   9.441 eV
Energy above the lowest of the compared OMol25 structures with the same formula, charge and spin   285.44 kJ/mol

Structure (XYZ):
```
9
C2HF4IO (ωB97M-V with the def2-TZVPD basis set)
C 1.58 -0.06 0.25
C -1.00 -0.74 0.01
O 1.62 1.06 -0.08
F 1.79 -0.62 1.40
F 1.77 -1.04 -0.73
F -1.56 -0.93 -1.20
F -1.76 -1.53 0.78
I -1.58 1.73 0.40
H -0.86 2.13 -0.82
```

Entry 11:
Computed, not measured: the molecule C2HF5N2O3S, with ωB97M-V with the def2-TZVPD basis set.

Spin multiplicity   1
Molar mass   228.10 g/mol
Largest force on an atom   5.13 eV Å⁻¹
HOMO-LUMO gap   9.376 eV
Energy above the lowest of the compared OMol25 structures with the same formula, charge and spin   39.73 kJ/mol

Structure (XYZ):
```
14
C2HF5N2O3S (ωB97M-V with the def2-TZVPD basis set)
C -1.90 0.47 -0.31
C 2.06 1.16 0.17
N -0.24 -2.08 0.09
N -0.17 -0.77 0.50
O -1.35 -2.50 -0.02
O 0.81 -2.58 -0.14
O -1.38 -0.13 0.83
F -1.54 1.81 -0.39
F -1.55 0.01 -1.48
F 1.48 0.92 -1.01
F 3.37 1.07 0.06
F 1.78 2.41 0.53
S 1.49 -0.11 1.38
H -2.88 0.32 -0.19
```

Entry 12:
Computed, not measured: a cluster of 2 separate species, C2HF6N in total, with ωB97M-V with the def2-TZVPD basis set.

Spin multiplicity   1
Molar mass   153.03 g/mol
Largest force on an atom   3.21 eV Å⁻¹
HOMO-LUMO gap   12.362 eV
Energy above the lowest of the compared OMol25 structures with the same formula, charge and spin   45.46 kJ/mol

Structure (XYZ):
```
10
C2HF6N (ωB97M-V with the def2-TZVPD basis set)
C 0.13 -1.40 1.89
C -0.29 1.38 -2.12
N -0.04 0.78 -1.11
F -0.11 -0.03 1.83
F 0.24 -1.75 0.64
F 1.28 -1.61 2.55
F -0.91 -2.00 2.45
F -1.32 1.14 -2.97
F 0.50 2.33 -2.75
H 0.52 1.15 -0.42
```

Entry 13:
Computed, not measured: a structure of composition C2HFGaO2, with ωB97M-V with the def2-TZVPD basis set.

Spin multiplicity   1
Molar mass   145.75 g/mol
Largest force on an atom   6.40 eV Å⁻¹
HOMO-LUMO gap (spin up / spin down)   7.740 / 8.289 eV
Energy above the lowest of the compared OMol25 structures with the same formula, charge and spin   166.08 kJ/mol
Charge   +1

Structure (XYZ):
```
7
C2HFGaO2 (ωB97M-V with the def2-TZVPD basis set)
C -1.14 -0.39 -0.09
H -1.15 -1.47 0.12
F -2.21 0.12 0.70
O -0.06 0.44 -0.98
C 0.89 -0.21 -0.43
O 1.35 -1.01 0.43
Ga 1.56 0.96 0.92
```

Entry 14:
Computed, not measured: a structure of composition C2HFI2O, with ωB97M-V with the def2-TZVPD basis set.

Spin multiplicity   1
Molar mass   313.83 g/mol
Largest force on an atom   2.79 eV Å⁻¹
HOMO-LUMO gap (spin up / spin down)   7.607 / 7.598 eV
Energy above the lowest of the compared OMol25 structures with the same formula, charge and spin   258.75 kJ/mol

Structure (XYZ):
```
7
C2HFI2O (ωB97M-V with the def2-TZVPD basis set)
C 0.48 0.81 0.10
C -0.30 -0.35 -0.45
O 0.00 1.64 0.84
F 0.13 -1.08 1.61
I -2.29 -0.31 -0.02
I 0.50 -1.76 -1.77
H 1.47 1.04 -0.32
```

Entry 15:
Computed, not measured: a structure of composition C2HFKO, with ωB97M-V with the def2-TZVPD basis set.

Spin multiplicity   1
Molar mass   99.12 g/mol
Largest force on an atom   5.26 eV Å⁻¹
HOMO-LUMO gap (spin up / spin down)   7.251 / 7.251 eV
Energy above the lowest of the compared OMol25 structures with the same formula, charge and spin   324.24 kJ/mol
Charge   +1

Structure (XYZ):
```
6
C2HFKO (ωB97M-V with the def2-TZVPD basis set)
H -0.43 1.64 0.10
O -0.44 1.15 -1.77
C 0.44 0.61 -1.15
C 0.57 0.81 0.15
K -2.18 -1.09 0.78
F 1.50 0.29 0.95
```

Entry 16:
Computed, not measured: a structure of composition C2HFMgO, with ωB97M-V with the def2-TZVPD basis set.

Spin multiplicity   1
Molar mass   84.33 g/mol
Largest force on an atom   7.40 eV Å⁻¹
HOMO-LUMO gap (spin up / spin down)   5.559 / 5.559 eV
Energy above the lowest of the compared OMol25 structures with the same formula, charge and spin   342.75 kJ/mol

Structure (XYZ):
```
6
C2HFMgO (ωB97M-V with the def2-TZVPD basis set)
H -2.01 0.85 0.65
O -1.75 0.05 -0.07
C 0.54 -0.29 0.51
C -0.68 -0.03 0.70
Mg 1.25 -0.89 -1.32
F 2.65 0.31 -0.45
```

Entry 17:
Computed, not measured: the molecule C2HFN2O, with ωB97M-V with the def2-TZVPD basis set.

Spin multiplicity   1
Molar mass   88.04 g/mol
Largest force on an atom   5.11 eV Å⁻¹
HOMO-LUMO gap   9.103 eV
Energy above the lowest of the compared OMol25 structures with the same formula, charge and spin   292.85 kJ/mol

Structure (XYZ):
```
7
C2HFN2O (ωB97M-V with the def2-TZVPD basis set)
C 0.21 1.15 0.14
C -0.42 -0.04 -0.21
N 0.90 1.97 0.49
N 0.62 -1.16 -0.21
O 0.90 -1.66 0.86
F -0.78 -0.12 -1.62
H -1.44 -0.14 0.54
```

Entry 18:
Computed, not measured: a cluster of 2 separate species, C2HFN2O in total, with ωB97M-V with the def2-TZVPD basis set.

Spin multiplicity   1
Molar mass   88.04 g/mol
Largest force on an atom   5.53 eV Å⁻¹
HOMO-LUMO gap (spin up / spin down)   7.999 / 7.998 eV
Energy above the lowest of the compared OMol25 structures with the same formula, charge and spin   497.30 kJ/mol

Structure (XYZ):
```
7
C2HFN2O (ωB97M-V with the def2-TZVPD basis set)
C 1.24 -1.51 -0.13
C 0.11 -0.93 -0.77
N 1.90 -2.17 0.51
N -1.19 -1.32 -0.54
O -1.53 -1.96 0.43
F 0.25 -0.49 -2.08
H -0.36 0.67 -0.17
```

Entry 19:
Computed, not measured: a structure of composition C2HFN2O, with ωB97M-V with the def2-TZVPD basis set.

Spin multiplicity   1
Molar mass   88.04 g/mol
Largest force on an atom   3.74 eV Å⁻¹
HOMO-LUMO gap (spin up / spin down)   8.420 / 8.368 eV
Energy above the lowest of the compared OMol25 structures with the same formula, charge and spin   583.77 kJ/mol

Structure (XYZ):
```
7
C2HFN2O (ωB97M-V with the def2-TZVPD basis set)
C -0.31 -0.04 -0.06
C -2.18 0.74 -0.28
N -0.90 1.05 -0.42
N -2.45 -0.44 0.16
O -1.23 -1.02 0.28
F -3.78 2.45 -0.99
H 0.80 -0.20 -0.01
```

Entry 20:
Computed, not measured: a structure of composition C2HFN2O2, with ωB97M-V with the def2-TZVPD basis set.

Spin multiplicity   1
Molar mass   104.04 g/mol
Largest force on an atom   3.38 eV Å⁻¹
HOMO-LUMO gap   8.681 eV
Energy above the lowest of the compared OMol25 structures with the same formula, charge and spin   510.45 kJ/mol

Structure (XYZ):
```
8
C2HFN2O2 (ωB97M-V with the def2-TZVPD basis set)
C -1.36 -0.63 0.05
C -0.34 0.03 0.59
N 0.70 0.31 -0.17
N 1.42 0.35 -1.04
O -2.14 -1.07 -0.65
O -0.10 0.53 1.83
F 0.93 -0.42 -2.45
H 0.88 0.89 1.84
```